# 1
The ion C4H10N with charge +1. Source: the Open Molecules 2025 dataset; level of theory: ωB97M-V/def2-TZVPD.

```
15
Properties=species:S:1:pos:R:3
C -0.271 -0.740 1.032
C -0.221 -1.206 -0.417
C -0.030 0.038 -1.306
N 0.122 1.215 -0.342
C 0.375 0.634 1.035
H 0.197 -1.436 1.714
H -1.276 -0.621 1.436
H -1.124 -1.723 -0.739
H 0.592 -1.870 -0.575
H -0.908 0.255 -1.874
H 0.866 -0.061 -1.906
H -0.724 1.779 -0.384
H 0.919 1.786 -0.611
H 0.022 1.315 1.806
H 1.462 0.637 1.130
```

Output
Kohn-Sham gap (Ha): 0.471
LUMO (eV): -3.551
SMILES: C1CC[NH2+]C1
Relative energy (zero: lowest compared OMol25 entry of this formula, charge and spin) (eV): 0.145
Total charge: +1

Löwdin population analysis, charges in e, atoms 1 to 5: atom 1 (C): -0.14, atom 2 (C): -0.14, atom 3 (C): -0.07, atom 4 (N): 0.07, atom 5 (C): -0.10

---

# 2
A structure of composition C35H44NO6RhSe. Source: the Open Molecules 2025 dataset; level of theory: ωB97M-V/def2-TZVPD.

```
88
Properties=species:S:1:pos:R:3
Rh -0.251 -0.408 -0.112
O -2.904 2.824 -1.124
C -2.216 1.847 -0.554
O -2.305 0.677 -0.867
C -1.378 2.276 0.608
C -1.457 3.436 1.350
C -0.817 3.437 2.592
C -0.242 2.281 3.095
C -0.214 1.153 2.283
N -0.672 1.241 1.049
C 0.034 -0.302 2.708
O 0.386 -0.521 3.847
O -0.322 -1.156 1.808
H -3.421 2.448 -1.854
H -2.030 4.284 1.004
H -0.845 4.333 3.198
H 0.145 2.213 4.102
C 1.579 -1.568 -7.768
C 1.309 -2.456 -6.553
C 2.563 -3.302 -6.289
C 0.137 -3.387 -6.890
C 0.978 -1.639 -5.306
C 0.682 -2.281 -4.115
C 0.407 -1.541 -2.979
Se 0.137 -2.424 -1.307
C 1.944 -2.554 -0.697
C 2.732 -3.637 -1.048
C 4.055 -3.670 -0.643
C 4.495 -2.606 0.149
C 3.729 -1.518 0.545
C 2.404 -1.472 0.054
O 1.646 -0.393 0.242
C 4.410 -0.459 1.428
C 5.502 0.235 0.602
C 3.487 0.626 1.999
C 5.056 -1.156 2.638
C 5.019 -4.793 -1.012
C 5.501 -5.499 0.262
C 6.228 -4.208 -1.755
C 4.359 -5.832 -1.919
C 0.390 -0.142 -2.947
O 0.121 0.535 -1.843
C 0.703 0.530 -4.159
C 0.980 -0.242 -5.280
C 0.762 2.057 -4.211
C 1.135 2.577 -5.602
C -0.607 2.650 -3.853
C 1.828 2.570 -3.228
H 1.799 -2.195 -8.634
H 2.437 -0.912 -7.608
H 0.714 -0.948 -8.016
H 2.821 -3.890 -7.173
H 2.409 -3.995 -5.460
H 3.413 -2.666 -6.039
H 0.365 -3.981 -7.778
H -0.770 -2.812 -7.086
H -0.075 -4.078 -6.074
H 0.674 -3.364 -4.053
H 2.300 -4.435 -1.639
H 5.523 -2.634 0.489
H 5.068 0.741 -0.263
H 6.247 -0.474 0.238
H 6.016 0.982 1.213
H 3.060 1.254 1.220
H 4.083 1.257 2.665
H 2.676 0.193 2.585
H 5.824 -1.874 2.350
H 4.301 -1.681 3.225
H 5.528 -0.410 3.280
H 6.040 -4.813 0.918
H 6.175 -6.321 0.012
H 4.658 -5.905 0.824
H 6.782 -3.505 -1.132
H 5.909 -3.680 -2.656
H 6.914 -5.007 -2.048
H 3.521 -6.327 -1.424
H 5.086 -6.601 -2.186
H 3.995 -5.382 -2.846
H 1.220 0.277 -6.195
H 0.403 2.288 -6.360
H 2.118 2.225 -5.920
H 1.169 3.668 -5.574
H -1.371 2.296 -4.550
H -0.569 3.740 -3.911
H -0.890 2.362 -2.845
H 2.816 2.211 -3.523
H 1.630 2.231 -2.214
H 1.849 3.663 -3.240
```

Output
Kohn-Sham gap (Ha): 0.245
LUMO (eV): -0.978

Löwdin population analysis, charges in e, atoms 1 to 5: atom 1 (Rh): 1.07, atom 2 (O): 0.15, atom 3 (C): -0.45, atom 4 (O): 0.08, atom 5 (C): -0.15

---

# 3
A cluster of 3 separate species, C17H33BClO9S in total. Source: the Open Molecules 2025 dataset; level of theory: ωB97M-V/def2-TZVPD.

```
62
Properties=species:S:1:pos:R:3
O -0.749 -2.431 -0.903
C -0.441 -1.444 -1.609
O -0.027 -1.476 -2.803
B -0.492 0.054 -1.113
C 0.783 0.659 -0.389
C 1.895 0.799 -1.458
C 2.817 2.018 -1.300
C 2.114 3.356 -1.258
O 1.476 3.694 -2.489
C -1.741 0.992 -1.405
C -3.070 0.251 -1.214
C -4.187 0.667 -2.175
C -4.375 2.170 -2.369
S -5.030 3.078 -0.985
O -4.022 3.282 0.005
O -5.702 4.243 -1.483
Cl -6.437 1.831 -0.178
H 1.117 0.019 0.428
H 0.510 1.625 0.040
H 1.414 0.866 -2.441
H 2.461 -0.129 -1.461
H 3.488 2.033 -2.168
H 3.429 1.875 -0.405
H 2.866 4.130 -1.072
H 1.383 3.432 -0.452
H 1.358 2.893 -3.008
H -1.719 1.893 -0.787
H -1.669 1.317 -2.452
H -2.859 -0.795 -1.450
H -3.396 0.255 -0.178
H -3.997 0.246 -3.164
H -5.144 0.266 -1.838
H -3.468 2.710 -2.636
H -5.098 2.335 -3.170
O 4.210 0.776 1.214
C 5.210 0.216 0.865
O 5.139 -1.092 0.551
C 6.213 -1.815 -0.044
C 7.198 -2.326 0.989
C 6.546 0.924 0.827
H 6.700 -1.219 -0.818
H 5.738 -2.655 -0.548
H 7.679 -1.508 1.526
H 7.973 -2.927 0.511
H 6.680 -2.941 1.725
H 6.971 0.917 1.830
H 6.370 1.954 0.526
H 7.264 0.493 0.132
O -2.098 -0.982 1.355
C -2.817 -1.762 1.891
O -4.057 -1.357 2.296
C -5.039 -2.266 2.774
C -4.868 -2.569 4.250
C -2.353 -3.173 2.165
H -5.055 -3.175 2.170
H -5.993 -1.764 2.611
H -3.914 -3.058 4.449
H -5.669 -3.221 4.603
H -4.889 -1.643 4.826
H -1.767 -3.174 3.084
H -1.708 -3.456 1.332
H -3.152 -3.907 2.247
```

Output
Kohn-Sham gap (Ha): 0.217
LUMO (eV): 2.317
Total charge: -1

Löwdin population analysis, charges in e, atoms 1 to 5: atom 1 (O): -0.06, atom 2 (C): -0.70, atom 3 (O): -0.06, atom 4 (B): -0.25, atom 5 (C): -0.10

---

# 4
A structure of composition C18H17CrNO6S2Se3Te. Source: the Open Molecules 2025 dataset; level of theory: ωB97M-V/def2-TZVPD.

```
49
Properties=species:S:1:pos:R:3
Cr 0.035 0.095 -0.447
O 2.726 -2.260 1.067
S 1.369 -1.895 0.676
O 0.369 -2.871 1.046
O 1.048 -0.531 1.256
O 1.308 -1.540 -0.791
Se -1.649 0.866 -2.187
Se -2.244 0.793 -4.414
Te -4.300 -1.938 -1.672
Se -1.896 -1.323 -1.045
O -1.758 -0.371 2.313
C -2.472 0.709 1.771
C -1.507 1.874 1.663
C -1.482 2.888 2.628
C -0.670 3.979 2.427
C 0.035 4.092 1.253
C -0.032 3.030 0.348
N -0.732 1.935 0.585
H -2.233 -1.188 2.118
H -3.322 0.996 2.408
H -2.839 0.502 0.760
H -2.108 2.791 3.504
H -0.602 4.753 3.185
H 0.618 4.969 1.011
H 0.467 3.073 -0.612
O 2.057 1.315 -0.827
S 3.226 0.534 -0.351
C 3.569 1.098 1.318
C 3.457 2.435 1.671
C 3.705 2.812 2.980
C 4.065 1.853 3.921
C 4.165 0.518 3.556
C 3.906 0.128 2.249
C 4.659 1.323 -1.113
C 5.858 0.626 -1.154
C 6.972 1.220 -1.727
C 6.879 2.497 -2.267
C 5.668 3.176 -2.242
C 4.552 2.589 -1.667
H 3.164 3.163 0.923
H 3.609 3.851 3.272
H 4.247 2.148 4.948
H 4.417 -0.230 4.298
H 3.895 -0.916 1.949
H 5.910 -0.375 -0.741
H 7.910 0.681 -1.764
H 7.748 2.957 -2.722
H 5.590 4.162 -2.683
H 3.585 3.078 -1.666
```

Output
Kohn-Sham gap (spin up / spin down) (Ha): 0.160 / 0.161
LUMO (spin up / spin down) (eV): 3.825 / 3.825
2S+1: 5
Total charge: -2

Löwdin population analysis, charges in e, atoms 1 to 5: atom 1 (Cr): 0.23, atom 2 (O): -0.37, atom 3 (S): 0.24, atom 4 (O): -0.34, atom 5 (O): -0.44

---

# 5
A structure of composition C7H22ClO9P2Sr. Source: the Open Molecules 2025 dataset; level of theory: ωB97M-V/def2-TZVPD.

```
42
Properties=species:S:1:pos:R:3
Sr -24.308 -5.628 10.022
Cl -26.274 -7.485 11.250
C -23.793 -10.297 11.366
O -24.986 -10.336 12.167
H -23.958 -9.829 10.396
H -23.027 -9.764 11.930
H -23.326 -11.280 11.304
H -25.529 -9.596 11.883
C -21.803 -8.412 15.316
O -22.018 -7.950 13.971
P -22.655 -6.468 13.650
O -23.144 -6.195 12.272
O -23.832 -6.213 14.730
C -25.039 -6.998 14.578
O -21.533 -5.412 14.175
C -21.883 -4.033 14.332
H -21.864 -7.611 16.052
H -20.819 -8.869 15.423
H -22.584 -9.134 15.556
H -24.944 -7.980 14.114
H -25.828 -6.513 14.002
H -25.343 -7.123 15.618
H -22.891 -3.809 13.984
H -21.139 -3.546 13.701
H -21.806 -3.658 15.352
C -34.005 -4.894 13.898
O -32.948 -5.496 13.192
P -31.496 -4.799 13.181
O -31.498 -3.450 12.493
O -31.046 -4.731 14.766
C -30.668 -3.487 15.407
O -30.610 -5.967 12.494
C -29.160 -5.944 12.559
H -34.205 -5.473 14.800
H -34.904 -4.817 13.286
H -33.941 -3.848 14.198
H -31.467 -3.160 16.073
H -30.370 -2.705 14.707
H -29.735 -3.591 15.961
H -28.775 -6.881 12.962
H -28.663 -5.185 13.163
H -28.732 -5.850 11.561
```

Output
Kohn-Sham gap (spin up / spin down) (Ha): 0.240 / 0.077
LUMO (spin up / spin down) (eV): -7.212 / -11.641
2S+1: 2
Total charge: +2

Löwdin population analysis, charges in e, atoms 1 to 5: atom 1 (Sr): 1.53, atom 2 (Cl): -0.21, atom 3 (C): -0.15, atom 4 (O): -0.16, atom 5 (H): 0.07

---

# 6
A structure of composition C22H38NO2P3Pt. Source: the Open Molecules 2025 dataset; level of theory: ωB97M-V/def2-TZVPD.

```
67
Properties=species:S:1:pos:R:3
P 3.080 -0.093 0.180
C 3.683 -0.316 1.861
H 4.779 -0.412 1.834
H 3.261 -1.224 2.310
H 3.397 0.544 2.478
C 3.203 -1.668 -0.650
H 2.915 -1.606 -1.702
H 2.594 -2.430 -0.158
H 4.257 -1.967 -0.587
C 4.061 1.140 -0.677
H 5.094 0.785 -0.766
H 4.052 2.080 -0.114
H 3.658 1.324 -1.678
P -0.918 3.021 -0.637
C -0.888 3.713 1.035
H -1.334 4.719 1.034
H 0.152 3.757 1.375
H -1.456 3.045 1.689
C 0.037 4.221 -1.627
H -0.007 3.978 -2.693
H 1.082 4.200 -1.303
H -0.368 5.231 -1.471
C -2.619 3.321 -1.232
H -2.778 4.399 -1.363
H -3.322 2.938 -0.487
H -2.793 2.810 -2.183
P -2.509 -1.659 0.218
C -3.170 -2.031 1.846
H -3.805 -2.927 1.766
H -3.765 -1.189 2.221
H -2.355 -2.239 2.550
C -3.874 -1.485 -0.943
H -4.564 -2.327 -0.773
H -3.509 -1.512 -1.979
H -4.408 -0.538 -0.771
C -1.521 -3.076 -0.266
H -2.224 -3.866 -0.574
H -0.939 -3.434 0.590
H -0.848 -2.828 -1.091
Pt -0.185 0.681 -1.045
C 1.384 0.812 0.275
O 1.415 1.580 1.229
C -1.655 0.042 0.254
O -2.134 0.733 1.158
C -1.430 0.246 -2.916
C -0.814 -1.029 -2.820
C 0.578 -1.130 -2.850
C 1.361 0.031 -2.876
C 0.753 1.298 -3.012
C -0.645 1.377 -3.230
H -2.514 0.341 -2.870
H -1.442 -1.918 -2.816
H 1.049 -2.109 -2.868
H 2.452 -0.012 -2.893
H 1.367 2.196 -3.067
H -1.109 2.313 -3.531
C 0.754 -2.773 4.230
C 0.349 -1.460 4.490
C 0.108 -0.596 3.411
N 0.253 -0.981 2.145
C 0.724 -2.193 1.899
C 0.941 -3.154 2.899
H 0.927 -3.483 5.040
H 0.206 -1.070 5.497
H -0.207 0.435 3.564
H 0.932 -2.425 0.853
H 1.249 -4.151 2.588
```

Output
Kohn-Sham gap (spin up / spin down) (Ha): 0.231 / 0.165
LUMO (spin up / spin down) (eV): -13.000 / -16.167
2S+1: 5
Relative energy (zero: lowest compared OMol25 entry of this formula, charge and spin) (eV): 0.000
Total charge: +4

Löwdin population analysis, charges in e, atoms 1 to 5: atom 1 (P): 0.92, atom 2 (C): -0.13, atom 3 (H): 0.10, atom 4 (H): 0.07, atom 5 (H): 0.08

---

Please write out number 5 again, unchanged.
A structure of composition C7H22ClO9P2Sr. Source: the Open Molecules 2025 dataset; level of theory: ωB97M-V/def2-TZVPD.

```
42
Properties=species:S:1:pos:R:3
Sr -24.308 -5.628 10.022
Cl -26.274 -7.485 11.250
C -23.793 -10.297 11.366
O -24.986 -10.336 12.167
H -23.958 -9.829 10.396
H -23.027 -9.764 11.930
H -23.326 -11.280 11.304
H -25.529 -9.596 11.883
C -21.803 -8.412 15.316
O -22.018 -7.950 13.971
P -22.655 -6.468 13.650
O -23.144 -6.195 12.272
O -23.832 -6.213 14.730
C -25.039 -6.998 14.578
O -21.533 -5.412 14.175
C -21.883 -4.033 14.332
H -21.864 -7.611 16.052
H -20.819 -8.869 15.423
H -22.584 -9.134 15.556
H -24.944 -7.980 14.114
H -25.828 -6.513 14.002
H -25.343 -7.123 15.618
H -22.891 -3.809 13.984
H -21.139 -3.546 13.701
H -21.806 -3.658 15.352
C -34.005 -4.894 13.898
O -32.948 -5.496 13.192
P -31.496 -4.799 13.181
O -31.498 -3.450 12.493
O -31.046 -4.731 14.766
C -30.668 -3.487 15.407
O -30.610 -5.967 12.494
C -29.160 -5.944 12.559
H -34.205 -5.473 14.800
H -34.904 -4.817 13.286
H -33.941 -3.848 14.198
H -31.467 -3.160 16.073
H -30.370 -2.705 14.707
H -29.735 -3.591 15.961
H -28.775 -6.881 12.962
H -28.663 -5.185 13.163
H -28.732 -5.850 11.561
```

Output
Kohn-Sham gap (spin up / spin down) (Ha): 0.240 / 0.077
LUMO (spin up / spin down) (eV): -7.212 / -11.641
2S+1: 2
Total charge: +2

Löwdin population analysis, charges in e, atoms 1 to 5: atom 1 (Sr): 1.53, atom 2 (Cl): -0.21, atom 3 (C): -0.15, atom 4 (O): -0.16, atom 5 (H): 0.07